Here is C3H3ClN3P in the gas phase from OMol25. Energies are from ωB97M-V/def2-TZVPD.

Each line ends with the Löwdin charge.
CARTESIAN COORDINATES (ANGSTROEM)
C 1.293927 0.237539 1.015792  -0.1024
C 0.965263 -0.079916 -0.253529  -0.1581
C 0.297588 0.123664 1.963460  -0.2642
N -0.224355 -0.388488 -0.846352  -0.0560
N -0.559434 0.266552 2.748805  0.1542
N -0.963520 -1.401804 -0.641030  -0.3047
P -2.418310 -1.675634 -1.477711  0.4223
Cl -3.282821 0.114400 -1.960450  0.0889
H 2.156078 0.718098 1.367145  0.0944
H 1.743911 0.257619 -1.050121  0.1502
H -3.209149 -2.107110 -0.189968  -0.0245

Forces on the atoms, in the same order (eV/Å):
C -1.290 -1.143 -1.635
C 3.375 0.950 -1.379
C -3.325 0.735 3.359
N -3.002 -1.323 -0.170
N 1.655 -0.692 -1.465
N 2.506 1.953 0.648
P -1.205 -1.014 1.204
Cl 0.088 0.000 0.240
H 1.365 0.436 -0.264
H -1.427 -0.897 1.268
H 1.261 0.995 -1.805

Values from the calculation:
HOMO level (alpha / beta) = -9.2160 / -9.2163 eV
DFT total energy = -1081.83188 hartree
SMILES = N#C/C=C\N=N\PCl
net charge = 0
molecular weight = 147.51 g mol⁻¹
frontier orbital gap (alpha / beta) = 8.02 / 8.02 eV


Here is 2 unconnected molecules or ions with the total composition C51H41N3O4 from OMol25. Energies are from ωB97M-V/def2-TZVPD.

Each line ends with the Löwdin charge.
CARTESIAN COORDINATES (ANGSTROEM)
C -0.286380 1.698372 5.053265  0.0337
C 0.888234 1.470095 4.110945  -0.5070
C 2.182746 1.277149 4.908430  0.0180
O 0.669208 0.279775 3.308638  0.0617
C -0.533746 0.355811 2.620183  -0.4201
O -1.294175 -0.591591 2.574040  0.1358
C -0.754342 1.617619 1.909191  -0.0976
C -2.139414 2.068934 1.691141  -0.1150
C -3.147998 2.113676 2.840098  -0.1910
C -3.504857 3.323845 3.455450  -0.0191
C -4.561273 3.341402 4.365922  -0.0236
C -5.253147 2.158021 4.662859  -0.2398
C -6.364344 2.175163 5.577690  -0.1793
N -7.248381 2.140011 6.344581  0.1442
C -4.906010 0.967148 4.022339  -0.0132
C -3.853342 0.939206 3.111047  -0.0129
C 0.262611 2.677344 2.120100  -0.3903
O 0.380309 3.609472 1.334362  0.1071
O 1.093951 2.581105 3.200249  0.0903
H -1.221703 1.916642 4.515551  0.0817
H -0.424939 0.791371 5.661628  0.1142
H -0.043809 2.518303 5.741218  0.1025
H 3.040414 1.243749 4.225745  0.0967
H 2.293852 2.114331 5.612264  0.0955
H 2.118049 0.339782 5.478716  0.1002
H -2.084151 3.056678 1.209006  0.1401
H -2.548146 1.319892 1.006113  0.0759
H -2.972440 4.242134 3.194987  0.1235
H -4.877844 4.282073 4.818658  0.1201
H -5.473315 0.056090 4.198916  0.1216
H -3.586544 0.021605 2.579193  0.1133
C -4.642782 -6.027662 -3.520279  -0.0917
C -5.470898 -5.444494 -2.552537  -0.0817
C -4.911618 -4.709558 -1.505498  -0.0126
C -3.522770 -4.530125 -1.453791  -0.2196
N -2.931067 -3.978133 -0.274118  -0.0449
C -2.586607 -4.905119 0.757821  -0.2157
C -1.491602 -5.756533 0.600333  -0.0228
C -1.120200 -6.591992 1.656754  -0.0758
C -1.882847 -6.605974 2.827810  -0.0918
C -3.034088 -5.819821 2.944866  -0.0794
C -3.380234 -4.949834 1.913604  -0.0045
C -2.277391 -2.717528 -0.349220  -0.1982
C -3.085796 -1.573706 -0.372150  0.0066
C -2.512510 -0.322715 -0.520921  -0.0310
C -1.099797 -0.139357 -0.481932  -0.1860
C -0.546707 1.207402 -0.250374  0.0118
C 0.768803 1.612697 -0.716282  -0.2291
C 0.901263 2.828431 -1.435632  -0.0135
C 2.002119 3.043221 -2.248233  -0.0009
C 3.138634 2.221084 -2.122326  -0.1898
N 4.165129 2.315450 -3.069851  -0.0078
C 5.481151 1.929690 -2.710346  -0.2273
C 6.261007 1.176223 -3.612907  -0.0010
C 7.464876 0.626207 -3.164935  -0.0800
C 7.944152 0.949573 -1.886184  -0.0951
C 7.272391 1.884264 -1.089707  -0.0779
C 6.024448 2.358961 -1.493318  -0.0347
C 4.034529 3.185974 -4.207033  -0.2427
C 4.352854 4.545110 -4.085596  -0.0158
C 4.486090 5.331750 -5.234946  -0.0729
C 4.269006 4.773129 -6.496808  -0.0877
C 3.865736 3.440504 -6.607767  -0.0780
C 3.715209 2.652534 -5.464099  -0.0161
C 3.147440 1.232037 -1.094827  0.0083
C 1.957620 0.902709 -0.433090  -0.0181
C -0.311155 -1.306258 -0.568857  0.0030
C -0.882103 -2.577702 -0.426819  0.0176
C -2.702087 -5.022368 -2.474547  -0.0196
C -3.257572 -5.821176 -3.477485  -0.0780
H -5.076645 -6.636309 -4.314496  0.1006
H -6.553197 -5.567872 -2.598108  0.1024
H -5.514730 -4.260821 -0.713051  0.1136
H -0.956962 -5.763816 -0.352029  0.1063
H -0.231747 -7.214984 1.555034  0.1032
H -1.565889 -7.217169 3.669538  0.0999
H -3.658897 -5.867646 3.834505  0.1027
H -4.269911 -4.319038 1.957027  0.1153
H -4.159893 -1.698773 -0.225954  0.1224
H -3.184094 0.528164 -0.650329  0.1204
H -1.278843 1.989589 -0.498210  0.1259
H 0.092810 3.570906 -1.435707  0.1267
H 2.017070 3.867503 -2.975053  0.1157
H 5.889545 0.997117 -4.630132  0.1145
H 8.025637 -0.055360 -3.817774  0.1068
H 8.839389 0.461985 -1.505830  0.0988
H 7.693321 2.236708 -0.151508  0.1035
H 5.455426 3.063239 -0.880538  0.1264
H 4.504822 4.965915 -3.087268  0.1265
H 4.765556 6.379539 -5.133286  0.1045
H 4.395602 5.377828 -7.392752  0.1026
H 3.678012 2.995999 -7.583719  0.1038
H 3.372494 1.613989 -5.517087  0.1236
H 4.077057 0.720421 -0.823890  0.1137
H 1.919280 0.090121 0.297000  0.1182
H 0.759728 -1.222255 -0.752952  0.1018
H -0.257656 -3.475606 -0.373741  0.1116
H -1.630608 -4.801824 -2.434705  0.1129
H -2.598360 -6.279668 -4.216332  0.1030

Forces on the atoms, in the same order (eV/Å):
C -0.079 0.005 0.119
C 0.313 -0.358 -0.398
C -0.270 0.046 -0.388
O -0.486 0.463 0.369
C -0.511 -0.817 -0.232
O 0.989 0.685 0.092
C 1.393 -0.406 -0.902
C -1.432 0.253 0.060
C 0.246 0.213 -0.496
C -0.156 -0.535 0.133
C 0.122 0.138 -0.053
C 0.136 0.246 -0.309
C -1.728 -0.182 1.679
N 1.858 0.149 -1.684
C 0.211 -0.321 -0.214
C -0.306 0.270 0.338
C 0.103 1.004 -0.905
O -0.053 -0.919 1.509
O -0.234 -0.240 -0.020
H 0.326 -0.032 0.281
H -0.011 0.249 -0.280
H -0.164 -0.082 -0.294
H -0.211 -0.017 0.210
H 0.044 -0.245 -0.297
H 0.003 0.293 -0.227
H -0.175 -0.347 0.016
H -0.335 0.516 0.118
H -0.199 -0.271 0.110
H 0.107 -0.308 -0.043
H 0.054 0.226 0.123
H -0.119 0.325 0.270
C 0.109 0.136 0.176
C 0.205 0.049 -0.014
C 0.431 -0.030 -0.215
C -0.120 -0.308 -0.073
N -0.289 0.392 0.066
C 0.039 -0.058 0.097
C -0.163 -0.099 0.407
C -0.200 0.198 -0.079
C 0.041 0.095 -0.008
C 0.182 0.102 -0.242
C 0.346 -0.231 -0.320
C 0.108 0.230 0.241
C 0.347 -0.266 -0.268
C 0.360 0.257 0.319
C -0.488 -0.559 0.008
C -0.238 0.578 0.369
C 0.928 0.554 0.405
C -0.493 -0.702 -0.428
C 0.379 0.195 0.236
C -0.506 -0.442 -0.054
N -0.519 0.326 0.371
C 0.836 0.068 -0.415
C -0.250 -0.095 0.538
C -0.068 0.291 0.105
C -0.076 0.017 -0.096
C -0.280 -0.255 -0.320
C 0.149 -0.173 -0.245
C 0.226 0.248 -0.417
C 0.104 -0.172 -0.286
C -0.185 -0.197 0.206
C -0.062 -0.160 0.180
C -0.108 -0.002 0.224
C 0.191 0.098 0.348
C -0.247 0.049 0.173
C 0.177 0.465 -0.803
C -0.184 -0.275 0.500
C -0.192 0.307 -0.311
C -0.313 -0.201 0.046
C -0.103 0.312 0.061
H 0.115 0.159 0.232
H 0.289 -0.046 -0.041
H 0.107 -0.265 -0.253
H -0.061 0.019 0.382
H -0.261 0.081 0.119
H -0.115 -0.014 -0.193
H 0.223 -0.024 -0.111
H 0.319 -0.133 0.074
H 0.257 0.088 -0.373
H 0.299 -0.097 0.207
H 0.260 -0.317 0.356
H 0.170 -0.572 -0.117
H -0.066 -0.373 0.545
H 0.105 -0.077 0.555
H -0.223 0.363 0.351
H -0.045 0.245 -0.167
H -0.022 -0.214 -0.121
H 0.176 -0.313 -0.123
H 0.119 -0.139 -0.368
H -0.076 -0.231 -0.073
H -0.010 -0.117 0.197
H -0.006 0.174 0.181
H 0.272 0.356 -0.062
H -0.460 0.089 -0.300
H 0.245 0.316 -0.227
H -0.308 -0.068 0.321
H -0.168 0.420 -0.208
H -0.365 -0.220 -0.056
H -0.279 0.164 0.103

Values from the calculation:
HOMO level = -7.5926 eV
DFT total energy = -2433.20930 hartree
net charge = 0
molecular weight = 759.91 g mol⁻¹
frontier orbital gap = 6.83 eV


Here is a molecular structure, C17H14Cl2IIrN2O5S from OMol25. Energies are from ωB97M-V/def2-TZVPD.

Each line ends with the Löwdin charge.
CARTESIAN COORDINATES (ANGSTROEM)
Ir 0.089520 0.281495 -0.531120  1.1607
O 2.345456 3.384829 0.009527  0.1528
C 1.461501 2.708190 0.454403  -0.5706
O 0.443839 2.234053 -0.256254  -0.2200
C 1.451730 2.301132 1.931566  -0.0827
C 0.132703 1.690838 2.415023  -0.2344
C 0.146956 1.488065 3.929887  -0.0713
C 1.052915 0.239400 4.079768  -0.0764
C 1.461206 -0.009380 2.630580  -0.2299
O 0.248169 0.324167 1.917905  -0.1764
C 2.435857 1.112063 2.193137  -0.0719
C 3.181107 0.678172 0.932812  -0.5067
O 4.449877 0.870121 1.076413  0.3283
O 2.664453 0.179065 -0.050733  0.0262
H 1.749225 3.175746 2.506272  0.1699
H -0.758499 2.148574 1.998159  0.1627
H -0.856782 1.296628 4.301429  0.1240
H 0.536586 2.364174 4.445613  0.1277
H 0.493617 -0.613711 4.457656  0.1250
H 1.912412 0.398151 4.728310  0.1266
H 1.766784 -1.020865 2.376868  0.1633
H 3.154000 1.345138 2.976940  0.1647
Cl 0.067578 0.289347 -3.157618  0.7387
C -1.651466 0.296200 -3.498336  -0.6104
C -2.003590 0.367433 -4.830917  -0.0945
C -3.347605 0.370209 -5.167817  -0.0425
C -4.315271 0.298749 -4.180148  -0.0868
C -3.939911 0.227606 -2.850177  -0.6796
Cl -5.180765 0.137226 -1.655862  0.7106
C -2.588529 0.228666 -2.464608  -0.6510
S -2.192908 0.166300 -0.756797  0.6516
H -1.237432 0.422444 -5.591051  0.1154
H -3.639824 0.428676 -6.206875  0.1222
H -5.366275 0.299575 -4.430926  0.1163
I 2.641994 -5.519821 -0.492892  0.9395
C 1.314562 -3.951959 -0.436569  -0.7588
C -0.064905 -4.020646 -0.384341  -0.1054
N -0.520198 -2.763554 -0.369546  0.0018
N 0.487288 -1.871457 -0.400832  -0.1491
C 1.611356 -2.588732 -0.449046  -0.1722
H -0.731456 -4.866162 -0.358014  0.1348
H -1.472728 -2.429220 -0.341378  0.1188
H 2.567461 -2.096914 -0.500411  0.1088

Forces on the atoms, in the same order (eV/Å):
Ir -0.040 0.020 0.034
O 0.014 0.004 0.007
C -0.011 0.009 -0.014
O 0.003 -0.028 -0.006
C 0.016 -0.006 -0.001
C -0.015 -0.014 0.008
C -0.003 0.009 0.004
C 0.006 -0.006 0.001
C -0.003 -0.034 -0.025
O 0.003 0.015 0.001
C 0.005 0.003 -0.011
C 0.004 0.019 0.044
O -0.010 -0.001 -0.020
O 0.028 0.002 -0.003
H 0.006 -0.001 -0.006
H 0.007 0.009 -0.004
H -0.001 0.000 -0.001
H -0.002 -0.001 0.002
H 0.001 -0.001 0.001
H 0.000 0.002 0.000
H 0.000 0.003 0.005
H -0.012 0.007 0.001
Cl -0.005 0.006 0.003
C -0.010 0.003 -0.020
C 0.017 -0.002 -0.002
C -0.009 0.001 0.012
C 0.008 -0.001 -0.005
C 0.005 0.002 -0.008
Cl -0.011 0.000 0.010
C 0.001 -0.002 0.013
S 0.015 -0.006 -0.020
H 0.002 0.000 0.002
H 0.000 0.000 -0.001
H -0.001 -0.001 0.002
I 0.003 -0.002 0.000
C -0.035 0.007 -0.008
C 0.028 -0.014 0.002
N -0.009 -0.001 0.016
N -0.017 -0.011 -0.024
C 0.021 -0.003 0.013
H 0.000 0.001 -0.001
H 0.003 0.007 -0.001
H -0.001 0.005 0.002

Values from the calculation:
HOMO level (alpha / beta) = -11.0684 / -11.9910 eV
DFT total energy = -2862.16284 hartree
net charge = +1
molecular weight = 748.40 g mol⁻¹
frontier orbital gap (alpha / beta) = 8.80 / 5.71 eV
multiplicity = 6


Here is C5H5NO in the gas phase from OMol25. Energies are from ωB97M-V/def2-TZVPD.

Each line ends with the Löwdin charge.
CARTESIAN COORDINATES (ANGSTROEM)
N 1.946906 1.552111 -0.155401  0.1761
C 1.819606 0.447822 0.171945  -0.1354
C 0.967186 -0.734746 0.333580  -0.2393
O 0.093555 -0.571620 1.480174  -0.0349
C -1.047969 -0.422882 0.610886  -0.1482
C -0.762914 0.878490 -0.446958  -0.0175
C -0.227205 -0.502979 -0.590162  -0.2282
H 1.452917 -1.712632 0.300278  0.1505
H -1.956890 -0.849321 1.030541  0.1395
H -1.141432 1.298902 -1.405878  0.1120
H -0.412873 1.667988 0.196679  0.0793
H -0.535056 -1.020153 -1.484188  0.1460

Forces on the atoms, in the same order (eV/Å):
N 1.085 -0.985 0.614
C -0.062 1.169 -0.585
C 0.009 -0.077 -0.077
O -0.180 0.629 -0.181
C -0.721 0.988 -0.607
C -0.999 -0.514 1.020
C 0.272 -0.429 -0.468
H 0.030 0.224 0.183
H 0.088 0.142 -0.627
H -1.002 -0.756 1.182
H 0.978 -0.225 -0.235
H 0.501 -0.165 -0.218

Values from the calculation:
HOMO level = -9.1417 eV
DFT total energy = -323.35891 hartree
SMILES = N#C[C@H]1O[C@H]2C[C@H]21
net charge = 0
molecular weight = 95.10 g mol⁻¹
frontier orbital gap = 10.01 eV


Here is 2 unconnected molecules or ions with the total composition C4H14NO from OMol25. Energies are from ωB97M-V/def2-TZVPD.

Each line ends with the Löwdin charge.
CARTESIAN COORDINATES (ANGSTROEM)
C -0.295271 -0.198118 1.722410  -0.0592
C 0.090986 -0.175229 0.264663  -0.3662
C 0.175033 -1.553615 -0.397195  -0.2209
C 0.655864 -1.534708 -1.831444  -0.0956
N -0.885819 0.720572 -0.506484  0.2081
H 0.500263 -0.508402 2.402664  0.1001
H -1.021289 -0.977704 2.016095  0.0998
H -0.759987 0.692425 2.151957  0.0819
H 1.110497 0.227136 0.251708  0.1506
H 0.893781 -2.036245 0.279163  0.1278
H -0.784133 -2.057196 -0.251650  0.1246
H 0.111784 -2.116807 -2.560994  0.0836
H 1.280330 -0.672233 -2.083996  0.0853
H 1.667952 -2.024318 -1.810190  0.0983
H -1.747245 0.638561 0.014851  0.1581
H -0.340453 1.634706 -0.461163  0.1208
H -1.050203 0.350706 -1.424732  0.1439
H 0.318097 3.684681 0.176534  0.0862
H 0.103503 3.034963 1.495836  0.0914
O -0.023696 2.870826 0.551962  -0.0185

Forces on the atoms, in the same order (eV/Å):
C -1.055 -1.131 1.578
C 0.325 -0.733 -0.044
C -0.203 0.458 1.360
C 3.263 -1.011 0.673
N 2.015 -0.536 0.753
H 0.504 0.468 -0.414
H -0.171 0.062 -0.835
H 0.403 0.357 -0.389
H -0.410 0.584 -0.638
H -0.235 -0.416 -0.370
H 0.051 -0.114 -0.184
H -0.317 0.692 -0.344
H -1.577 1.138 -0.730
H -0.945 -0.988 0.117
H -0.384 0.895 0.059
H -1.812 -0.391 0.054
H 0.184 -0.048 -0.777
H 0.060 0.294 -0.438
H -0.105 -0.387 0.075
O 0.410 0.808 0.496

Values from the calculation:
HOMO level = -14.8649 eV
DFT total energy = -290.52523 hartree
net charge = +1
molecular weight = 92.16 g mol⁻¹
frontier orbital gap = 11.79 eV